(A)
Density functional theory data (the ωB97M-V functional and the def2-TZVPD basis) for a structure of composition C2H7N3.

Results
- E_LUMO (eV) = 0.67
- frontier orbital gap (eV) = 7.018
- HOMO level (eV) = -6.35
- spin multiplicity = 1

Each line ends with the natural charge from an NBO analysis.
Element x y z (Å)
C: -0.0932 -0.4652 -0.4237  0.139
C: 0.2047 0.7710 -1.2281  -0.657
N: -0.6310 0.0595 1.2571  -0.919
N: 1.0162 -1.2689 -0.1262  -0.259
N: 1.4172 -1.5000 0.9947  -0.347
H: -0.9333 -1.0607 -0.7803  0.197
H: -0.4958 1.0415 1.4521  0.390
H: -1.5701 -0.2195 1.5024  0.394
H: 0.2373 -0.5882 1.6553  0.375
H: 1.0005 1.3508 -0.7548  0.221
H: -0.6913 1.3847 -1.3196  0.220
H: 0.5387 0.4950 -2.2287  0.245

=====

(B)
Density functional theory data (the ωB97M-V functional and the def2-TZVPD basis) for an isolated molecule of C2H7N3.

Results
- SMILES = C/N=C/NN
- E_LUMO (eV) = 1.07
- frontier orbital gap (eV) = 9.919
- HOMO level (eV) = -8.85
- spin multiplicity = 1

Each line ends with the natural charge from an NBO analysis.
Element x y z (Å)
C: 2.1703 0.0725 -0.0439  -0.429
N: 0.9664 -0.6602 0.2538  -0.463
C: -0.0183 -0.0294 -0.1946  0.256
N: -1.2907 -0.6450 -0.3035  -0.440
N: -2.3096 0.2190 0.0812  -0.722
H: 2.8392 -0.6090 -0.5852  0.209
H: 2.6112 0.4943 0.9553  0.194
H: 1.9291 1.0474 -0.5953  0.168
H: -0.0404 0.9802 -0.7610  0.152
H: -1.2079 -1.4801 0.3416  0.344
H: -3.2927 -0.1439 -0.2507  0.377
H: -2.3566 0.7541 1.1022  0.353

=====

(C)
Density functional theory data (the ωB97M-V functional and the def2-TZVPD basis) for an isolated molecule of C2H7N3.

Results
- SMILES = [H]/N=C(\N)NC
- E_LUMO (eV) = 0.93
- frontier orbital gap (eV) = 9.070
- HOMO level (eV) = -8.14
- spin multiplicity = 1

Each line ends with the natural charge from an NBO analysis.
Element x y z (Å)
H: -0.8420 -0.4916 2.1991  0.358
N: -0.4001 0.0161 1.4287  -0.887
C: 0.3467 -0.4801 0.4668  0.583
N: 1.1161 -1.5719 0.5560  -0.812
N: 0.2637 0.2366 -0.6722  -0.607
C: -0.7445 1.3872 -0.8051  -0.417
H: 0.6913 -2.2699 1.0664  0.389
H: 1.6228 -1.9262 -0.2591  0.374
H: 0.8627 0.0008 -1.4239  0.376
H: -1.5629 1.1479 -0.0997  0.256
H: -1.1125 1.5970 -1.7832  0.193
H: -0.2414 2.3541 -0.6737  0.193

=====

Which structure is most stable? (C), by 0.0589 hartree over the runner-up.

=====

(A)
Density functional theory data (the ωB97M-V functional and the def2-TZVPD basis) for a cluster of 17 separate species, H34O17 in total.

Results
- E_LUMO (eV) = -0.63
- frontier orbital gap (eV) = 8.525
- HOMO level (eV) = -9.16
- spin multiplicity = 1

Each line ends with the natural charge from an NBO analysis.
Element x y z (Å)
O: -10.4090 -3.7410 -26.5440  -0.983
H: -11.2550 -3.5120 -26.8520  0.478
H: -9.8120 -3.0000 -26.3290  0.520
O: -11.6430 -2.2850 -23.9200  -0.977
H: -11.6660 -3.1850 -24.2690  0.495
H: -11.4960 -1.8530 -24.7750  0.452
O: -8.2750 -5.8410 -25.4150  -0.968
H: -7.8300 -5.0260 -25.3900  0.488
H: -8.5470 -5.9810 -26.2700  0.466
O: -7.7640 -2.5320 -27.9070  -0.975
H: -8.0480 -1.6530 -27.6730  0.474
H: -8.3930 -2.7750 -28.5440  0.500
O: -10.1640 -2.7750 -29.5300  -1.001
H: -9.6410 -2.3250 -30.1960  0.475
H: -10.5340 -3.6070 -29.8530  0.509
O: -11.5080 -5.0950 -24.5780  -0.984
H: -10.9870 -5.5090 -23.9060  0.489
H: -10.8690 -4.9140 -25.2370  0.498
O: -6.7320 -3.4740 -25.5400  -0.971
H: -7.0030 -3.0020 -26.3240  0.494
H: -6.2560 -2.9200 -24.9280  0.471
O: -11.8620 -1.1610 -26.4120  -0.981
H: -12.3250 -0.4610 -26.0130  0.493
H: -11.9840 -1.1460 -27.3600  0.523
O: -13.9450 -3.4890 -25.7450  -0.940
H: -13.5260 -2.6610 -25.6970  0.484
H: -14.8140 -3.2610 -26.0670  0.467
O: -9.4910 -0.3050 -27.5790  -0.952
H: -9.2440 0.5200 -27.1460  0.463
H: -10.1650 -0.6130 -26.9640  0.481
O: -8.8650 -1.4670 -25.0220  -0.942
H: -9.5260 -0.7780 -24.8390  0.484
H: -8.1220 -1.0320 -25.4930  0.492
O: -8.7310 -5.2590 -28.3100  -0.958
H: -9.2160 -6.0430 -28.3770  0.458
H: -9.3190 -4.6840 -27.8270  0.486
O: -13.7030 -3.2610 -28.9010  -0.952
H: -13.1690 -4.0190 -28.7210  0.482
H: -14.5860 -3.3810 -28.5590  0.462
O: -11.2110 -5.1910 -29.7090  -0.973
H: -11.5060 -5.4080 -28.8210  0.496
H: -10.7120 -5.8810 -30.0990  0.487
O: -10.4630 -7.1160 -26.8710  -0.944
H: -10.7780 -7.6560 -27.6010  0.449
H: -11.1750 -6.4690 -26.8470  0.485
O: -12.6280 -5.5490 -27.4180  -0.991
H: -13.3830 -6.0260 -27.7440  0.486
H: -13.1320 -5.0430 -26.7400  0.533
O: -8.7800 -3.5150 -23.4690  -0.968
H: -8.7630 -2.7760 -24.1010  0.477
H: -9.7060 -3.5450 -23.2340  0.458

=====

(B)
Density functional theory data (the ωB97M-V functional and the def2-TZVPD basis) for a cluster of 17 separate species, H34O17 in total.

Results
- E_LUMO (eV) = -0.23
- frontier orbital gap (eV) = 10.429
- HOMO level (eV) = -10.66
- spin multiplicity = 1

Each line ends with the natural charge from an NBO analysis.
Element x y z (Å)
O: 1.1651 -4.2134 -2.8518  -0.940
H: 0.7958 -3.4236 -3.2700  0.479
H: 0.4017 -4.7938 -2.8116  0.462
O: 1.3391 -3.9221 1.8470  -0.927
H: 1.2787 -3.0260 1.5193  0.453
H: 0.5388 -4.0717 2.3600  0.473
O: -0.3558 0.1813 -5.2674  -0.960
H: -1.1810 -0.1655 -5.6161  0.458
H: -0.2783 -0.3167 -4.4379  0.493
O: 0.1503 -1.0214 5.3069  -0.966
H: 0.0314 -0.0716 5.3252  0.482
H: 0.7775 -1.3851 5.9241  0.485
O: 0.5348 -3.0847 -0.8178  -0.930
H: 0.3063 -2.4784 -0.0955  0.450
H: 1.4977 -3.0354 -0.7508  0.497
O: 2.8291 -1.0934 1.4121  -0.957
H: 3.2924 -0.4478 1.9672  0.494
H: 2.4601 -1.6134 2.1350  0.458
O: 3.6805 4.3078 0.4392  -0.937
H: 4.1690 3.5790 0.0448  0.465
H: 3.0951 4.6054 -0.2644  0.473
O: -0.7184 0.4796 -1.3473  -0.965
H: -1.2863 1.1071 -0.8960  0.476
H: -0.3901 0.8798 -2.1538  0.488
O: -3.3123 -0.2713 -3.0653  -0.922
H: -4.0196 0.1688 -3.5596  0.465
H: -3.3834 -1.1064 -3.5486  0.458
O: -2.4733 4.4024 2.4759  -0.949
H: -2.6810 3.4834 2.1749  0.485
H: -2.8849 4.7582 1.6694  0.446
O: -0.2900 3.5579 -2.1867  -0.920
H: -0.9912 3.9690 -1.6491  0.460
H: -0.9896 3.2653 -2.7988  0.460
O: 4.0479 1.1404 -4.4763  -0.927
H: 3.1074 1.3523 -4.5601  0.468
H: 4.0907 1.1378 -3.5113  0.459
O: -3.5025 1.9775 2.6536  -0.952
H: -3.6683 1.6067 3.5285  0.471
H: -3.1317 1.1841 2.2335  0.492
O: -2.2562 -1.6242 3.7688  -0.946
H: -3.1225 -2.0097 3.5975  0.470
H: -2.3788 -1.0976 4.5644  0.478
O: 4.1733 1.0443 3.3143  -0.970
H: 4.9353 1.4555 2.9139  0.488
H: 4.0049 1.3148 4.2127  0.487
O: -2.8088 -0.1141 0.8115  -0.967
H: -2.3361 -0.6649 1.4579  0.480
H: -2.4543 -0.5454 0.0186  0.492
O: -0.4540 -1.5487 -2.9625  -0.976
H: -1.2555 -2.0337 -2.7046  0.463
H: -0.0991 -1.7785 -2.0732  0.506

=====

(C)
Density functional theory data (the ωB97M-V functional and the def2-TZVPD basis) for a cluster of 17 separate species, H34O17 in total.

Results
- E_LUMO (eV) = -0.85
- frontier orbital gap (eV) = 8.463
- HOMO level (eV) = -9.31
- spin multiplicity = 1

Each line ends with the natural charge from an NBO analysis.
Element x y z (Å)
O: -1.9675 -1.6596 2.2862  -0.990
H: -2.3735 -2.0996 3.0732  0.488
H: -1.1505 -2.1526 2.2222  0.519
O: -2.2435 0.9944 1.4702  -1.007
H: -2.0175 0.0594 1.6312  0.529
H: -3.1075 1.1204 1.7992  0.475
O: 1.5575 -0.7836 1.8412  -0.976
H: 2.4865 -0.8896 2.0852  0.478
H: 1.5765 0.1694 2.0962  0.507
O: 1.3105 -0.1276 -2.6458  -0.932
H: 1.2805 0.0244 -1.7028  0.486
H: 2.1095 -0.6936 -2.6748  0.464
O: 0.8815 1.7004 2.0042  -0.951
H: 0.3305 1.8944 2.7742  0.497
H: 1.4095 2.5464 1.9252  0.489
O: -2.3405 -1.4846 -0.7298  -0.963
H: -2.7445 -1.6516 0.1442  0.478
H: -1.4225 -1.2236 -0.6228  0.496
O: 2.8465 0.9524 -0.2388  -0.990
H: 3.4205 1.2734 0.4812  0.469
H: 2.0545 1.5094 -0.2828  0.500
O: 2.8475 -1.7836 -0.7448  -0.969
H: 2.6965 -0.8536 -0.5298  0.493
H: 3.6265 -1.7476 -1.2568  0.460
O: 0.1085 -2.4346 -2.2138  -0.971
H: 0.4915 -3.1186 -2.7818  0.469
H: 0.6215 -1.6226 -2.4128  0.486
O: 0.1045 -0.1106 -0.3698  -0.963
H: 0.1015 0.7624 -0.0128  0.476
H: 0.4775 -0.6196 0.3152  0.499
O: 0.1015 -3.1056 0.3672  -0.984
H: 0.3165 -2.9166 -0.5328  0.504
H: 0.9105 -3.1316 0.8772  0.454
O: 0.5295 -2.7056 3.3202  -0.981
H: 1.1985 -3.3726 3.5462  0.469
H: 0.9975 -2.1386 2.6822  0.487
O: -1.5575 -0.3936 -3.7858  -0.948
H: -0.8695 -0.0976 -3.2058  0.483
H: -2.0125 0.4324 -3.9658  0.464
O: -2.9385 1.1784 -1.2498  -0.956
H: -2.9525 1.4724 -0.3248  0.470
H: -2.5955 0.2874 -1.1898  0.512
O: 1.0145 2.7214 -0.4908  -0.990
H: 1.7325 3.4024 -0.4698  0.505
H: 0.1845 3.0604 -0.1388  0.536
O: -1.3875 3.7744 0.7532  -0.973
H: -1.6005 4.4164 1.4802  0.486
H: -1.6605 2.9184 1.0272  0.497
O: -0.7695 2.0944 -2.2398  -1.026
H: -1.6115 1.9204 -1.7178  0.485
H: -0.0025 2.2314 -1.6688  0.457

=====

Which structure is most stable? (C), by 0.0079 hartree over the runner-up.

=====

(A)
Density functional theory data (the ωB97M-V functional and the def2-TZVPD basis) for an isolated molecule of C3H3FO.

Results
- SMILES = O=C/C=C\F
- E_LUMO (eV) = -0.19
- frontier orbital gap (eV) = 9.868
- HOMO level (eV) = -10.05
- spin multiplicity = 1

Each line ends with the natural charge from an NBO analysis.
Element x y z (Å)
O: -0.5907 1.3202 1.1951  -0.512
C: -0.4394 1.1933 -0.0161  0.359
C: 0.1665 0.0448 -0.5160  -0.441
C: 0.3267 -1.0934 0.2302  0.373
F: 0.2236 -1.3200 1.5700  -0.305
H: -0.7571 2.0071 -0.7527  0.125
H: 0.4064 -0.0951 -1.5284  0.230
H: 0.6640 -2.0569 -0.1819  0.170

=====

(B)
Density functional theory data (the ωB97M-V functional and the def2-TZVPD basis) for a cluster of 2 separate species, C3H3FO in total.

Results
- SMILES = C=C=C=O.F
- E_LUMO (eV) = -0.66
- frontier orbital gap (eV) = 8.178
- HOMO level (eV) = -8.83
- spin multiplicity = 1

Each line ends with the natural charge from an NBO analysis.
Element x y z (Å)
C: 0.1809 -1.6807 -0.4334  -0.251
C: -0.6328 -0.7217 0.0457  -0.341
C: -1.5918 0.0694 0.3139  0.628
O: -2.3569 0.9356 0.5265  -0.460
H: 1.2106 -1.4270 -0.3136  0.211
H: -0.2198 -2.6725 -0.8451  0.214
F: 1.7660 2.3113 0.5405  -0.561
H: 1.6438 3.1856 0.1656  0.562

=====

Which structure is most stable? (A), by 0.0385 hartree over the runner-up.